Molecular formula: C5H5FN
Method: DFT, the ωB97M-V functional and the def2-TZVPD basis

HOMO = -15.916 eV
Max |F| = 0.8 eV/Å
Energy = -9464.46330 eV
Net charge = +1
SMILES string = F[n+]1ccccc1
Orbital gap = 10.727 eV

XYZ file:
```
12
C5H5FN | the OMol25 dataset | the ωB97M-V functional and the def2-TZVPD basis
F 2.16 -1.49 0.08
N 1.06 -0.72 0.05
C 0.10 1.39 -0.10
C 1.23 0.59 -0.03
C -1.26 -0.59 0.06
C -1.16 0.80 -0.06
C -0.12 -1.35 0.10
H -2.05 1.39 -0.12
H 0.19 2.46 -0.19
H -0.13 -2.43 0.17
H -2.23 -1.06 0.11
H 2.22 1.00 -0.06
```

=====

Molecular formula: C9H16N2O6P
Method: DFT, the ωB97M-V functional and the def2-TZVPD basis

HOMO = -13.015 eV
Max |F| = 1.7 eV/Å
Energy = -34139.21141 eV
Net charge = +1
Orbital gap = 8.848 eV

XYZ file:
```
34
C9H16N2O6P | the OMol25 dataset | the ωB97M-V functional and the def2-TZVPD basis
P -0.89 1.27 -1.72
O 0.10 -0.15 5.12
O -0.96 -1.77 -2.08
O 2.35 0.48 -0.72
O -1.05 -1.27 3.68
O -0.42 0.84 3.16
O -3.28 1.67 -4.28
N 0.27 0.11 -1.64
N -2.31 0.71 -2.32
C -2.79 1.25 -3.34
C 0.83 1.03 5.50
C -0.68 -1.63 1.30
C 1.69 0.65 -1.69
C -1.69 -1.37 2.40
C 0.02 -1.16 -2.38
C 2.16 1.38 -2.92
C 1.04 -1.63 -3.38
C -0.45 -0.10 3.92
H 0.21 1.91 5.39
H -2.26 -0.46 2.21
H -2.39 -2.19 2.49
H -0.45 2.38 -2.45
H 1.10 0.88 6.54
H 1.43 -0.85 -4.03
H 1.42 1.38 -3.72
H 1.73 1.12 4.89
H -0.09 -2.52 1.52
H 1.86 -2.12 -2.84
H -1.13 1.73 -0.43
H 0.55 -2.39 -3.99
H 0.01 -0.79 1.20
H -1.20 -1.78 0.35
H 3.05 0.88 -3.29
H 2.39 2.42 -2.66
```

=====

- What is the formula in the first record?
  C5H5FN

=====

- Which formula does entry 1 have?
  C5H5FN

=====

- Which of these has the highest energy?
  C5H5FN